DFT (ωB97M-V/def2-TZVPD) results for C2H2BrCl3Si in the gas phase in a non-equilibrium geometry.

Geometry as XYZ:
```
9
Properties=species:S:1:pos:R:3:forces:R:3:lowdin_charge:R:1
C 0.266 0.213 -0.155 2.75 -4.36 0.24 -0.1110
C 1.563 0.414 -0.050 1.04 1.25 0.07 -0.8007
Br 2.013 2.362 0.050 0.20 -1.10 -0.05 0.5693
Si 3.056 -0.796 -0.012 -1.97 2.04 0.73 -0.8877
Cl 2.212 -2.584 0.004 -0.22 -1.27 0.16 0.4062
Cl 4.140 -0.326 1.608 0.28 -0.20 0.35 0.3584
Cl 4.085 -0.489 -1.647 1.01 0.10 -1.32 0.4066
H -0.375 0.972 -0.133 -2.82 2.75 -0.07 0.0009
H -0.033 -0.852 -0.174 -0.28 0.78 -0.11 0.0580
```
Forces are in eV/Å.

Values from the calculation:
LUMO level = 0.482 eV
SMILES = C=C(Br)[Si](Cl)(Cl)Cl
Molar mass = 240.39 g mol⁻¹
Frontier orbital gap = 10.355 eV